Entry a
C49H53GeN2O3S2Sb2W as an isolated structure, computed with ωB97M-V/def2-TZVPD.

Properties
LUMO level (eV): -3.07
Total charge: +1

Element x y z (Å)
1 W -1.1541 0.4160 -0.1198
2 C -2.1465 -3.6286 1.7054
3 C -1.9097 -2.1637 1.4777
4 N -1.5084 -1.6947 0.3301
5 N -1.2076 -2.6955 -0.6013
6 C -0.3530 -2.3463 -1.4875
7 S 0.2787 -0.7016 -1.6013
8 S 0.2900 -3.6729 -2.4273
9 C 0.6559 -2.9281 -4.0368
10 C -0.5493 -2.7066 -4.9154
11 C -0.7166 -1.4821 -5.5506
12 C -1.7916 -1.2610 -6.4025
13 C -2.7057 -2.2768 -6.6383
14 C -2.5404 -3.5083 -6.0147
15 C -1.4749 -3.7194 -5.1537
16 C -2.0873 -1.2656 2.6101
17 C -2.8989 -1.6361 3.6947
18 C -2.9850 -0.8502 4.8202
19 C -2.2230 0.3167 4.9063
20 C -1.4118 0.7029 3.8612
21 C -1.3520 -0.0752 2.7057
22 O -0.5710 0.3477 1.6934
23 H -1.6300 -4.2420 0.9797
24 H -3.2180 -3.8312 1.6135
25 H -1.8456 -3.9002 2.7140
26 H 1.3372 -3.6517 -4.4894
27 H 1.2168 -2.0057 -3.8982
28 H 0.0170 -0.7048 -5.3865
29 H -1.9060 -0.2991 -6.8872
30 H -3.5389 -2.1168 -7.3101
31 H -3.2458 -4.3078 -6.2007
32 H -1.3601 -4.6798 -4.6654
33 H -3.4719 -2.5516 3.6409
34 H -3.6259 -1.1455 5.6393
35 H -2.2639 0.9246 5.8015
36 H -0.8024 1.5965 3.9111
37 C -3.6028 -1.8319 -3.0257
38 Sb -3.4788 -0.2967 -1.5809
39 C -4.8253 -0.9738 -0.0923
40 C -4.6752 1.3150 -2.3439
41 C -4.2519 1.8872 -3.6691
42 C -4.8165 1.3452 -4.8253
43 C -4.5155 1.8378 -6.0831
44 C -3.6429 2.9086 -6.2028
45 C -3.0729 3.4516 -5.0647
46 C -3.3507 2.9515 -3.7915
47 C -2.6148 3.5368 -2.6258
48 Sb -0.8951 2.3041 -2.1951
49 C 0.6404 3.7162 -1.8148
50 C -0.3561 1.7561 -4.1679
51 H -4.6459 -2.1412 -3.0881
52 H -2.9892 -2.6646 -2.6882
53 H -3.2509 -1.4917 -3.9980
54 H -5.8462 -0.8213 -0.4399
55 H -4.6561 -0.4157 0.8258
56 H -4.6693 -2.0380 0.0823
57 H -4.6775 2.0479 -1.5360
58 H -5.6849 0.9109 -2.4228
59 H -5.5194 0.5250 -4.7281
60 H -4.9752 1.4017 -6.9602
61 H -3.4116 3.3239 -7.1747
62 H -2.3907 4.2891 -5.1592
63 H -3.2168 3.6390 -1.7224
64 H -2.2285 4.5242 -2.8802
65 H 0.6078 4.4959 -2.5746
66 H 1.5996 3.2033 -1.8703
67 H 0.5142 4.1427 -0.8245
68 H -0.1587 2.6563 -4.7488
69 H -1.1767 1.2081 -4.6261
70 H 0.5366 1.1348 -4.1332
71 O -2.8541 1.5669 0.5762
72 C -2.1908 2.6367 0.8245
73 O -0.9680 2.6143 0.5113
74 C -2.8857 3.8324 1.3890
75 C -2.0327 5.0996 1.4798
76 Ge -1.3932 5.5403 3.2892
77 C -0.6315 7.3313 3.2624
78 C -0.2304 7.9276 4.4580
79 C 0.3339 9.1946 4.4649
80 C 0.5070 9.8837 3.2719
81 C 0.1151 9.3027 2.0752
82 C -0.4522 8.0346 2.0731
83 C -2.9235 5.4640 4.4957
84 C -3.3921 4.2323 4.9551
85 C -4.5163 4.1509 5.7649
86 C -5.1869 5.3093 6.1325
87 C -4.7324 6.5422 5.6861
88 C -3.6094 6.6180 4.8720
89 C -0.0626 4.2479 3.8982
90 C 0.0354 3.9193 5.2518
91 C 1.0093 3.0364 5.7011
92 C 1.9032 2.4725 4.8006
93 C 1.8247 2.7982 3.4538
94 C 0.8486 3.6797 3.0085
95 H -3.3153 3.5192 2.3463
96 H -3.7563 3.9862 0.7426
97 H -2.6250 5.9602 1.1641
98 H -1.1831 5.0357 0.7971
99 H -0.3588 7.4010 5.3981
100 H 0.6392 9.6449 5.4006
101 H 0.9474 10.8721 3.2762
102 H 0.2485 9.8372 1.1434
103 H -0.7554 7.5985 1.1275
104 H -2.8662 3.3229 4.6856
105 H -4.8675 3.1868 6.1123
106 H -6.0606 5.2519 6.7686
107 H -5.2510 7.4472 5.9750
108 H -3.2616 7.5882 4.5346
109 H -0.6558 4.3532 5.9660
110 H 1.0742 2.7938 6.7543
111 H 2.6625 1.7842 5.1490
112 H 2.5211 2.3619 2.7488
113 H 0.7971 3.9160 1.9520

Entry b
C49H53GeN2O3S2Sb2W as an isolated structure, computed with ωB97M-V/def2-TZVPD.

Properties
LUMO level (alpha / beta) (eV): -3.41 / -3.42
Total charge: +1

Element x y z (Å)
1 W -0.2607 0.3250 -0.7988
2 C 0.0964 -4.4354 -1.2605
3 C -0.4982 -3.0753 -1.0160
4 N 0.1498 -1.9956 -1.3527
5 N 1.2830 -2.3136 -2.1141
6 C 1.5566 -1.4246 -2.9942
7 S 0.8162 0.1431 -3.0129
8 S 2.7021 -1.6992 -4.2780
9 C 3.2547 -3.3981 -3.9462
10 C 4.3430 -3.4868 -2.9113
11 C 5.5649 -2.8515 -3.1187
12 C 6.5631 -2.9129 -2.1608
13 C 6.3521 -3.6101 -0.9772
14 C 5.1450 -4.2595 -0.7694
15 C 4.1485 -4.2001 -1.7358
16 C -1.8645 -3.0223 -0.5128
17 C -2.5850 -4.2114 -0.2829
18 C -3.9376 -4.2045 -0.0362
19 C -4.6321 -2.9961 -0.0636
20 C -3.9535 -1.8162 -0.2674
21 C -2.5649 -1.8124 -0.4340
22 O -1.9657 -0.6216 -0.5202
23 H -0.2898 -4.8483 -2.1952
24 H -0.1710 -5.1176 -0.4582
25 H 1.1727 -4.3717 -1.3365
26 H 3.6121 -3.7392 -4.9193
27 H 2.3860 -3.9954 -3.6751
28 H 5.7314 -2.2963 -4.0348
29 H 7.5095 -2.4187 -2.3376
30 H 7.1323 -3.6589 -0.2290
31 H 4.9805 -4.8232 0.1402
32 H 3.2138 -4.7239 -1.5786
33 H -2.0847 -5.1654 -0.3257
34 H -4.4598 -5.1348 0.1376
35 H -5.7056 -2.9801 0.0709
36 H -4.4771 -0.8742 -0.3150
37 C 3.9671 -0.4164 -1.3106
38 Sb 2.5451 0.8028 -0.3184
39 C 3.3130 2.7119 -0.7989
40 C 3.5097 0.5339 1.5955
41 C 3.0549 1.4083 2.7137
42 C 3.6797 2.6336 2.9326
43 C 3.3135 3.4450 3.9940
44 C 2.3093 3.0321 4.8559
45 C 1.6703 1.8238 4.6331
46 C 2.0229 1.0033 3.5658
47 C 1.3739 -0.3426 3.4423
48 Sb 0.4680 -1.1259 1.6408
49 C -1.0802 -2.1393 2.6987
50 C 1.8117 -2.7420 1.2677
51 H 4.9262 -0.2480 -0.8217
52 H 4.0344 -0.1179 -2.3544
53 H 3.7162 -1.4735 -1.2569
54 H 4.3812 2.5907 -0.9774
55 H 3.1558 3.3844 0.0424
56 H 2.8104 3.0924 -1.6846
57 H 4.5458 0.7569 1.3339
58 H 3.4717 -0.5292 1.8407
59 H 4.4859 2.9392 2.2749
60 H 3.8223 4.3859 4.1564
61 H 2.0242 3.6469 5.6993
62 H 0.8851 1.5025 5.3074
63 H 0.5589 -0.4210 4.1627
64 H 2.0896 -1.1352 3.6829
65 H -0.6013 -2.7858 3.4344
66 H -1.7061 -2.7350 2.0413
67 H -1.6872 -1.3987 3.2172
68 H 1.2397 -3.6600 1.1403
69 H 2.4824 -2.8630 2.1175
70 H 2.3922 -2.5639 0.3624
71 O 1.0558 3.7155 -2.7730
72 C 0.0133 3.2575 -2.3854
73 O -0.0511 2.0862 -1.7462
74 C -1.3227 3.9339 -2.5211
75 C -2.1138 3.8408 -1.2209
76 Ge -2.4632 1.9806 -0.6910
77 C -3.6556 2.0534 0.8668
78 C -4.1259 3.3172 1.2234
79 C -4.9855 3.4884 2.3029
80 C -5.3902 2.3954 3.0497
81 C -4.9258 1.1297 2.7143
82 C -4.0688 0.9659 1.6379
83 C -0.3963 1.7853 0.9483
84 C 0.2343 3.0370 0.9210
85 C 0.1604 3.9252 1.9861
86 C -0.5627 3.6057 3.1250
87 C -1.1761 2.3672 3.1968
88 C -1.0778 1.4805 2.1349
89 C -3.4474 1.2068 -2.2079
90 C -4.8271 1.0525 -2.0668
91 C -5.6003 0.5608 -3.1111
92 C -5.0038 0.2105 -4.3125
93 C -3.6339 0.3670 -4.4709
94 C -2.8649 0.8672 -3.4294
95 H -1.8652 3.4373 -3.3315
96 H -1.1460 4.9629 -2.8300
97 H -3.1043 4.2759 -1.3764
98 H -1.6295 4.3987 -0.4189
99 H -3.8208 4.1949 0.6696
100 H -5.3345 4.4808 2.5571
101 H -6.0600 2.5255 3.8896
102 H -5.2304 0.2677 3.2951
103 H -3.6957 -0.0253 1.4247
104 H 0.7709 3.3587 0.0396
105 H 0.6647 4.8811 1.9120
106 H -0.6355 4.3071 3.9454
107 H -1.7571 2.0892 4.0684
108 H -1.6304 0.5519 2.2150
109 H -5.3111 1.3212 -1.1336
110 H -6.6700 0.4540 -2.9836
111 H -5.6043 -0.1754 -5.1258
112 H -3.1615 0.1068 -5.4096
113 H -1.8001 0.9879 -3.5886

Stability verdict: entry a, ahead by 2.690 eV

Entry a
A 2-piece molecular cluster, C2H3F3Si overall, computed with ωB97M-V/def2-TZVPD.

Properties
Structure (SMILES): F[SiH3].FC#CF
LUMO level (eV): 0.39
Total charge: 0

Element x y z (Å)
1 F -0.4141 -0.8686 0.9607
2 Si 0.0264 0.6264 1.5161
3 H 1.2494 0.1655 2.1698
4 H -0.5486 1.4116 2.6396
5 H -0.1102 1.2349 0.2106
6 F 0.7572 -2.2489 -1.6349
7 C 0.4291 -1.0451 -1.7251
8 C -0.4431 -0.2319 -1.9413
9 F -0.9460 0.9560 -2.1955

Entry b
A 2-piece molecular cluster, C2H3F3Si overall, computed with ωB97M-V/def2-TZVPD.

Properties
Structure (SMILES): F[SiH3].FC#CF
LUMO level (eV): 0.68
Total charge: 0

Element x y z (Å)
1 F -1.6270 0.1994 -1.0647
2 Si -1.7379 -0.9372 0.0877
3 H -3.0689 -1.4963 -0.0721
4 H -1.5823 0.0553 1.1007
5 H -0.4614 -1.7833 0.0448
6 F 2.1342 -0.5935 -0.9128
7 C 2.0352 0.4798 -0.3258
8 C 2.1217 1.4845 0.2765
9 F 2.1863 2.5913 0.8656

Stability verdict: entry b, ahead by 0.425 eV

Entry a
An isolated ion of composition C8H10N3O2 and charge +1, computed with ωB97M-V/def2-TZVPD.

Properties
LUMO level (eV): -4.57
Total charge: +1

Element x y z (Å)
1 C -2.0053 1.9368 -0.8658
2 C -0.9558 1.4159 -1.6438
3 C -2.0584 1.7693 0.4751
4 C -0.1551 0.4985 -1.0060
5 C -0.3270 0.3023 0.3673
6 C 1.6770 -1.0081 -1.0353
7 C -0.2253 -1.8238 1.2098
8 C 1.5224 -0.3170 1.9436
9 N -1.2348 0.9452 1.0987
10 N 0.9552 -0.1788 -1.6898
11 N 0.5976 -0.6514 0.8605
12 O 2.5180 -1.7806 -0.8760
13 O 1.1303 0.0279 -3.0808
14 H -2.6950 2.7566 -1.3165
15 H -0.8029 1.7852 -2.6919
16 H -2.7709 2.2543 1.0938
17 H 0.3793 -2.6663 1.5843
18 H -0.9663 -1.5210 2.1095
19 H -0.8354 -2.0270 0.3126
20 H 1.9461 -1.2905 2.4776
21 H 2.5254 -0.0711 1.5597
22 H 1.0006 0.4100 2.6199
23 H 0.7801 -0.7665 -3.5067

Entry b
An isolated ion of composition C8H10N3O2 and charge +1, computed with ωB97M-V/def2-TZVPD.

Properties
Structure (SMILES): CC1=CC(=O)[C@]([NH3+])(O)c2[nH]cnc21
LUMO level (eV): -4.44
Total charge: +1

Element x y z (Å)
1 C -1.9116 2.3932 -0.0951
2 C -0.7599 1.4293 -0.1627
3 C 0.5342 1.8080 -0.0906
4 C 1.5762 0.8788 -0.0742
5 O 2.7453 1.1054 0.1603
6 C 1.2368 -0.6714 -0.2423
7 N 2.0986 -1.2017 0.9264
8 O 1.6994 -0.9764 -1.5128
9 C -0.2098 -0.9922 -0.0995
10 N -0.8834 -2.1422 0.0481
11 C -2.2235 -1.7558 0.1063
12 N -2.3906 -0.4981 0.0691
13 C -1.1538 0.0556 -0.1273
14 H -2.5815 1.9587 0.6832
15 H -2.1507 2.3320 -1.1552
16 H -1.7579 3.4544 0.2123
17 H 0.7538 2.7882 0.0168
18 H 2.8384 -0.3711 1.0283
19 H 2.6576 -2.0393 0.6501
20 H 1.5820 -1.6240 1.6796
21 H 2.1107 -0.3560 -2.0846
22 H -0.7288 -3.0886 -0.1899
23 H -3.0815 -2.4868 0.2540

Stability verdict: entry b, ahead by 2.476 eV

Entry a
A 8-piece molecular cluster, H15O8 overall, computed with ωB97M-V/def2-TZVPD.

Properties
LUMO level (eV): 3.56
Total charge: -1

Element x y z (Å)
1 O 1.4241 -2.1208 0.4209
2 H 1.7624 -1.2239 0.1597
3 O -0.8682 0.4943 2.6910
4 H -1.4414 0.2419 1.9183
5 H -0.1681 -0.1691 2.6840
6 O 2.4551 0.2858 -0.4385
7 H 1.8898 0.9111 0.1157
8 H 2.0278 0.3821 -1.3101
9 O -0.9226 -2.1949 -0.5761
10 H 2.2661 -2.5654 0.5791
11 H -0.4945 -1.5224 -1.1324
12 O 0.4938 0.0208 -2.2901
13 H -0.2956 0.5552 -1.7709
14 H 0.5673 0.5190 -3.1083
15 O -2.4847 -0.0263 0.6249
16 H -2.1611 -0.8615 0.2532
17 H -0.3010 -2.2407 0.1668
18 O -1.0751 1.3919 -0.9827
19 H -1.5930 2.0639 -1.4340
20 H -1.9663 0.6441 0.0728
21 O 0.7993 2.1249 0.6797
22 H 0.1375 1.9628 -0.0528
23 H 0.3288 1.7484 1.4424

Entry b
A 8-piece molecular cluster, H15O8 overall, computed with ωB97M-V/def2-TZVPD.

Properties
LUMO level (eV): 3.32
Total charge: -1

Element x y z (Å)
1 O -3.1521 -10.5953 -12.3687
2 H -2.4724 -10.2619 -11.7996
3 O -0.6304 -8.9297 -10.3450
4 H -0.7791 -8.6129 -9.4478
5 H -1.4789 -8.7758 -10.7956
6 O -2.3757 -11.4328 -9.7338
7 H -1.6004 -10.8731 -9.8726
8 H -2.8079 -11.4885 -10.6202
9 O -6.0435 -10.3107 -12.3331
10 H -6.1382 -10.5469 -11.4061
11 H -5.1310 -10.5923 -12.5561
12 O -1.8368 -12.2323 -14.8391
13 H -2.7013 -12.6440 -14.9136
14 H -1.9857 -11.4662 -14.2603
15 O -3.6339 -8.0018 -11.7182
16 H -4.3123 -8.0595 -11.0401
17 H -3.5983 -8.9251 -12.1094
18 O -3.2139 -9.4726 -14.8485
19 H -3.3084 -9.9881 -14.0058
20 H -3.4728 -8.5767 -14.6116
21 O -4.4771 -13.1031 -12.1014
22 H -4.1540 -12.1762 -12.1889
23 H -4.0680 -13.5678 -12.8357

Stability verdict: entry a, ahead by 0.954 eV